Entry 1:
Here is a 11-piece molecular cluster, C31H65Cl3F3N10O7S overall in a non-equilibrium geometry from OMol25. Energies are from the ωB97M-V functional and the def2-TZVPD basis.

Summary:
Maximum force (eV/A): 3.9
Total charge: +3
HOMO (eV): -11.25
E_LUMO (eV): -7.61
Electronic energy (Eh): -4371.8109

The geometry in XYZ format:
```
120
Properties=species:S:1:pos:R:3:lowdin_charge:R:1
C -5.29124 7.38814 -1.25729 0.03
C -5.16571 6.55842 0.00306 -0.37
O -5.77898 6.77797 1.01666 0.19
N -4.32807 5.32991 -0.09076 0.08
H -4.76402 4.59807 -0.64406 0.18
H -3.45811 5.47322 -0.59605 0.17
C -3.84987 4.70548 1.21856 0.01
H -4.33038 7.54536 -1.74918 0.09
H -5.74860 8.37356 -1.18379 0.11
H -5.97344 6.86988 -1.93544 0.11
H -3.64795 3.66077 0.98813 0.04
H -4.66122 4.77492 1.93944 0.11
H -2.94761 5.24710 1.49285 0.09
C 0.82169 3.44475 2.36021 -0.02
C 0.31708 4.77032 1.91451 -0.39
O -0.52016 5.45434 2.46870 0.13
N 0.97684 5.36437 0.69587 0.05
H 1.68461 4.72532 0.31552 -0.07
H 0.28814 5.46871 -0.04082 0.16
C 1.69362 6.72067 0.96775 0.06
H 0.37394 2.68601 1.71386 0.06
H 0.31702 3.20285 3.29652 0.08
H 1.89537 3.27740 2.41593 0.08
H 0.87806 7.41821 1.15167 0.09
H 2.20306 7.03028 0.05826 0.11
H 2.29973 6.61673 1.86404 0.11
C 3.77985 0.10698 2.08176 0.03
C 2.67691 -0.52278 2.97509 -0.34
O 1.51285 -0.58792 2.72281 0.15
N 3.18778 -1.08889 4.31668 0.09
H 3.53460 -0.35753 4.93100 0.18
H 2.34846 -1.39434 4.80293 0.17
C 4.04940 -2.34281 4.09655 0.06
H 4.37602 -0.62710 1.54089 0.08
H 4.40018 0.72543 2.73255 0.10
H 3.27121 0.76194 1.37401 0.05
H 4.33677 -2.69713 5.08606 0.11
H 4.96098 -2.03998 3.58715 0.11
H 3.40988 -3.08312 3.61816 0.09
C -4.86858 0.29003 1.01324 -0.01
C -6.19695 -0.36715 0.80759 -0.38
O -6.89281 -0.72506 1.72654 0.20
N -6.59894 -0.52007 -0.64617 0.09
H -6.01073 0.14558 -1.13943 0.17
H -6.28959 -1.39947 -1.05503 0.19
C -8.09567 -0.33572 -0.83363 0.05
H -4.13471 -0.18036 0.35385 0.08
H -4.52669 0.15373 2.03807 0.06
H -4.91764 1.35209 0.77077 0.09
H -8.25590 0.69432 -0.51882 0.11
H -8.70578 -1.01885 -0.24754 0.12
H -8.33852 -0.42357 -1.89125 0.11
C -1.11096 1.24807 -0.24715 -0.07
C 0.01555 0.24378 0.05771 -0.21
N 0.42332 -0.49117 -1.10281 -0.06
C 1.11761 0.00981 -2.18054 -0.03
C 1.28816 -0.98718 -3.10055 0.00
N 0.72900 -2.16971 -2.53011 -0.03
C 0.24555 -1.85106 -1.29554 0.00
C 0.62005 -3.50934 -3.13300 -0.02
H -1.69773 1.64904 0.58048 0.00
H -1.80086 0.72815 -0.91423 0.07
H -0.65352 2.11584 -0.72522 0.06
H -0.21566 -0.54059 0.78031 0.09
H 0.87477 0.69057 0.55894 0.08
H 1.45584 1.02216 -2.02588 0.07
H 1.80934 -1.01222 -4.04657 0.06
H -0.26795 -2.51668 -0.62145 0.13
H 0.94713 -4.29672 -2.45435 0.07
H 1.23956 -3.49571 -4.02828 0.04
H -0.42994 -3.73162 -3.31614 0.10
C -2.59992 -5.73280 0.07567 -0.05
C -3.63690 -5.46354 1.21284 -0.14
N -3.20680 -4.46101 2.21726 -0.04
C -2.84819 -4.76427 3.50641 0.02
C -2.43601 -3.59686 4.05611 0.01
N -2.34206 -2.62391 3.06602 -0.08
C -2.83187 -3.18529 1.91500 0.01
C -1.77958 -1.29424 3.12561 -0.03
H -2.26465 -4.84395 -0.45829 0.06
H -2.88160 -6.46655 -0.67900 0.09
H -1.74567 -6.21920 0.54961 0.09
H -3.88976 -6.40591 1.69630 0.13
H -4.58559 -5.17349 0.75980 0.12
H -2.98376 -5.74287 3.93810 0.15
H -1.88644 -3.53023 4.98267 0.14
H -2.86968 -2.70269 0.95237 0.15
H -2.37451 -0.80873 3.89943 0.08
H -1.83149 -0.80102 2.15948 0.06
H -0.77618 -1.40015 3.53537 0.09
C 4.64385 -2.19942 -5.47532 -0.06
C 5.02955 -2.18626 -4.02405 -0.19
N 5.08014 -0.85868 -3.45251 -0.04
C 4.60141 -0.58266 -2.19368 0.01
C 4.96046 0.74172 -1.85618 -0.02
N 5.70697 1.19812 -2.89916 -0.11
C 5.70674 0.28270 -3.91638 0.05
C 6.42112 2.45281 -2.87666 0.02
H 4.58724 -3.22857 -5.82610 0.10
H 5.42292 -1.72774 -6.07760 0.08
H 3.73780 -1.63137 -5.68893 0.05
H 5.99584 -2.67300 -3.87888 0.14
H 4.37555 -2.79994 -3.40440 0.10
H 4.14469 -1.39435 -1.64675 0.10
H 4.84430 1.43224 -1.03601 0.06
H 6.28457 0.23903 -4.82609 0.17
H 6.15347 3.10450 -2.04850 0.10
H 6.30367 2.94011 -3.84310 0.11
H 7.46553 2.16014 -2.76229 0.11
Cl 0.66608 -2.07329 -6.40899 -0.62
Cl -2.63519 2.10878 3.30440 -0.42
Cl 2.63739 3.07636 -0.59240 -0.21
C 4.00170 -4.73117 -0.88953 -0.66
F 3.30073 -4.68272 -1.99302 0.13
F 4.17812 -6.01587 -0.58177 0.16
F 5.16337 -4.10597 -1.09419 0.14
S 2.94440 -3.82177 0.41613 0.53
O 3.29863 -4.43095 1.70747 -0.35
O 3.36204 -2.41740 0.31959 -0.37
O 1.50217 -4.06503 0.15058 -0.36
```

---

Entry 2:
Here is C23H74NO15Pd as an isolated structure in a non-equilibrium geometry from OMol25. Energies are from the ωB97M-V functional and the def2-TZVPD basis.

Summary:
Expectation value of S²: 2.006
Maximum force (eV/A): 5.8
Energy relative to the best compared isomer or geometry (same formula, charge and spin) (kcal per mole): 126.4
Total charge: +1
Multiplicity: 3
HOMO (alpha / beta) (eV): -10.59 / -11.27
E_LUMO (alpha / beta) (eV): -5.95 / -7.37
Electronic energy (Eh): -2231.1107

The geometry in XYZ format:
```
114
Properties=species:S:1:pos:R:3:mulliken_spin:R:1
Pd 2.77895 1.56146 12.47495 1.00
C 6.65573 6.97686 12.51350 0.01
C 6.80626 7.31776 14.04851 -0.03
C 7.22628 8.85515 14.01648 0.02
C 7.17546 9.52155 15.34799 0.00
C 5.88101 9.32288 16.05810 0.03
C 5.35834 7.89665 16.16139 -0.03
N 5.49195 7.26243 14.81902 0.46
O 4.48705 6.29914 14.43281 0.51
C 3.90990 8.01991 16.68537 0.00
C 6.06693 7.12181 17.30630 0.03
C 7.88052 6.38763 14.60273 0.02
H 7.45226 7.29107 11.83902 0.00
H 5.83592 7.46990 11.99105 0.00
H 6.44484 5.92343 12.32931 0.00
H 6.73285 9.45170 13.24917 0.00
H 8.23320 8.97187 13.61577 0.00
H 7.36182 10.59361 15.28435 0.00
H 7.95669 9.20085 16.03717 0.00
H 5.05502 9.89803 15.63974 0.00
H 6.02984 9.72309 17.06099 0.00
H 3.74051 8.64818 17.55983 0.00
H 3.60665 7.01023 16.96230 0.00
H 3.21719 8.36775 15.91903 0.00
H 5.59577 7.40933 18.24621 0.00
H 7.13295 7.32909 17.39982 0.00
H 6.03040 6.03274 17.27996 0.00
H 7.53690 5.54638 15.20467 0.00
H 8.66654 6.93392 15.12411 0.00
H 8.37782 5.89605 13.76658 0.00
C -1.65934 2.92285 15.05443 0.00
O -1.12576 2.10114 14.02427 0.00
H -2.01678 3.89827 14.72446 0.00
H -2.57183 2.42218 15.37814 0.00
H -0.97675 3.11592 15.88200 0.00
H -1.90306 1.77182 13.56714 0.00
C 2.57871 12.39359 10.76770 0.00
O 2.20042 11.12217 11.16138 0.00
H 3.64759 12.60683 10.75721 0.00
H 2.26779 12.61492 9.74670 0.00
H 2.18753 13.22486 11.35428 0.00
H 2.90464 10.54655 11.46855 0.00
C 5.13032 9.25379 4.62089 0.00
O 4.02452 8.36119 4.36208 0.00
H 5.98181 8.59244 4.78116 0.00
H 5.32109 9.88785 3.75505 0.00
H 5.03810 9.82484 5.54474 0.00
H 3.19948 8.85187 4.37459 0.00
C 12.40572 5.91635 21.44949 0.00
O 12.91794 5.49226 22.65279 0.00
H 11.52716 5.33518 21.16936 0.00
H 12.22873 6.99185 21.44156 0.00
H 13.17216 5.75988 20.69042 0.00
H 12.48447 5.99499 23.34631 0.00
C 0.84712 4.85786 8.82433 0.00
O 1.82752 3.84217 9.02746 0.00
H 0.30249 4.95468 9.76354 0.00
H 1.31892 5.81486 8.60150 0.00
H 0.11486 4.61130 8.05550 0.00
H 2.38542 3.91435 8.24955 0.00
C 3.11214 -1.56960 16.60544 0.00
O 3.38401 -0.20211 16.30091 0.00
H 3.81016 -2.01632 17.31347 0.00
H 2.10212 -1.75623 16.97033 0.00
H 3.21674 -2.12794 15.67516 0.00
H 3.90548 0.23100 16.98068 0.00
C 3.31456 9.19875 25.59571 0.00
O 2.88438 10.40240 26.26019 0.00
H 4.17738 8.87852 26.17974 0.00
H 2.60941 8.37616 25.71492 0.00
H 3.63374 9.39383 24.57191 0.00
H 2.46391 10.19504 27.09793 0.00
C -3.44772 10.18191 11.20430 0.00
O -3.00458 9.16780 12.05229 0.00
H -2.66037 10.88205 10.92501 0.00
H -3.60264 9.72378 10.22747 0.00
H -4.40799 10.64455 11.43219 0.00
H -2.04923 9.24183 12.11081 0.00
C 11.64150 -0.53047 13.57234 0.00
O 10.39375 -0.73458 14.26222 0.00
H 11.58685 0.02402 12.63551 0.00
H 12.13378 0.14495 14.27203 0.00
H 12.10794 -1.51563 13.57194 0.00
H 10.53739 -0.62756 15.20536 0.00
C 13.00921 11.80690 7.78847 0.00
O 13.42505 11.66166 6.47411 0.00
H 12.54506 10.89339 8.16018 0.00
H 13.88760 11.93346 8.42133 0.00
H 12.34801 12.66329 7.92080 0.00
H 13.96919 10.87141 6.50603 0.00
C 14.57557 12.73266 13.55656 0.00
O 14.39415 14.03337 13.21549 0.00
H 14.99960 12.66136 14.55816 0.00
H 13.66062 12.15409 13.68398 0.00
H 15.26885 12.26296 12.85882 0.00
H 13.72568 14.11928 12.53185 0.00
C -2.26559 12.71771 17.78400 0.00
O -3.12532 13.87734 17.96027 0.00
H -1.58375 12.73129 16.93370 0.00
H -1.62903 12.71983 18.66880 0.00
H -2.77645 11.75856 17.86871 0.00
H -3.57850 13.78680 18.80172 0.00
C 6.77476 -0.30146 9.22772 0.00
O 6.41489 0.13767 10.59464 0.00
H 7.58296 -1.00313 9.43401 0.00
H 6.03624 -0.90079 8.69529 0.00
H 7.29819 0.39802 8.57591 0.00
H 7.14146 -0.24423 11.09247 0.00
C 6.46075 3.44565 24.75423 0.00
O 6.82881 4.18130 25.93637 0.00
H 5.39997 3.29968 24.55040 0.00
H 6.96255 3.83130 23.86678 0.00
H 6.73737 2.41688 24.98489 0.00
H 6.12076 4.09851 26.57934 0.00
```